{
  "formula": "C64H60N13O24S2",
  "method": "the ωB97M-V functional and the def2-TZVPD basis",
  "orbital_gap_ev": 6.90,
  "fmax_ev_per_a": 2.0,
  "e_homo_ev": -10.8,
  "charge": 1,
  "e_tot_ev": -157489.93436,
  "elements": ["C", "C", "C", "O", "C", "O", "C", "S", "C", "N", "N", "N", "N", "C", "C", "O", "O", "O", "C", "O", "C", "S", "H", "H", "H", "H", "H", "H", "H", "H", "H", "H", "H", "H", "H", "H", "H", "C", "C", "C", "C", "C", "C", "N", "O", "O", "H", "H", "H", "H", "H", "C", "C", "C", "C", "C", "C", "N", "O", "O", "H", "H", "H", "H", "H", "C", "C", "C", "C", "C", "C", "N", "O", "O", "H", "H", "H", "H", "H", "C", "C", "C", "C", "C", "C", "N", "O", "O", "H", "H", "H", "H", "H", "C", "C", "C", "C", "C", "C", "N", "O", "O", "H", "H", "H", "H", "H", "C", "C", "C", "C", "C", "C", "N", "O", "O", "H", "H", "H", "H", "H", "C", "C", "C", "C", "C", "C", "N", "O", "O", "H", "H", "H", "H", "H", "C", "C", "C", "C", "C", "C", "N", "O", "O", "H", "H", "H", "H", "H", "C", "C", "C", "C", "C", "C", "N", "O", "O", "H", "H", "H", "H", "H"],
  "xyz": [[-0.9140, 6.5057, -3.4033], [0.5239, 6.5685, -2.8488], [1.1299, 5.1957, -3.0255], [2.1826, 4.9239, -2.0710], [2.1001, 3.7113, -1.5143], [1.1634, 3.3543, -0.8305], [3.2623, 2.7741, -1.7369], [3.0025, 1.4366, -0.5443], [4.5932, 0.8388, -0.2530], [5.7803, 1.2597, -0.7061], [6.6818, 0.4497, -0.1983], [6.0907, -0.4185, 0.5328], [4.7626, -0.2137, 0.5529], [3.7811, -0.9917, 1.2946], [4.3184, -1.1996, 2.6943], [5.4170, -1.6900, 2.8951], [3.5068, -0.7953, 3.6713], [1.2640, 7.5335, -3.6159], [1.8922, 8.5197, -2.9094], [3.1069, 8.5666, -2.9224], [1.1514, 9.6150, -2.1524], [-0.6659, 9.6690, -2.2232], [-1.0639, 7.4047, -3.9817], [-1.0428, 5.6813, -4.0961], [-1.6582, 6.5188, -2.6220], [0.5023, 6.8546, -1.8020], [0.3222, 4.4769, -2.9765], [1.5517, 5.1502, -4.0279], [4.2254, 3.2611, -1.6289], [3.2288, 2.3991, -2.7545], [6.6075, -1.1476, 1.0151], [2.8885, -0.3867, 1.3634], [3.5491, -1.9198, 0.7986], [4.0683, -0.5667, 4.4247], [1.4419, 9.5945, -1.1118], [1.4906, 10.5520, -2.5743], [-0.9574, 8.5480, -1.5499], [0.4929, -7.0320, 1.1770], [1.6812, -6.3069, 1.2103], [1.6723, -4.9413, 0.9915], [0.4633, -4.3116, 0.7442], [-0.7275, -5.0166, 0.7027], [-0.7081, -6.3841, 0.9203], [0.4320, -2.8671, 0.5306], [1.4913, -2.2428, 0.5455], [-0.6338, -2.3346, 0.3471], [0.5093, -8.0906, 1.3539], [2.6163, -6.8117, 1.4100], [2.5969, -4.3845, 1.0171], [-1.6624, -4.5140, 0.5050], [-1.6279, -6.9470, 0.8926], [-6.9163, 9.8742, -1.0282], [-5.5762, 10.1169, -1.2997], [-4.8579, 9.2345, -2.0888], [-5.4980, 8.1192, -2.5987], [-6.8299, 7.8589, -2.3340], [-7.5404, 8.7451, -1.5416], [-4.7456, 7.1922, -3.4538], [-3.5683, 7.4321, -3.6495], [-5.3350, 6.2412, -3.9156], [-7.4763, 10.5680, -0.4157], [-5.0915, 10.9962, -0.8991], [-3.8161, 9.4224, -2.3028], [-7.3135, 6.9816, -2.7367], [-8.5828, 8.5568, -1.3269], [-1.8713, -13.9600, -0.1046], [-2.6810, -13.0850, -0.8217], [-2.6669, -11.7345, -0.5304], [-1.8324, -11.2779, 0.4785], [-1.0249, -12.1329, 1.2070], [-1.0513, -13.4858, 0.9080], [-1.8006, -9.8449, 0.7761], [-2.5339, -9.1125, 0.1411], [-1.0421, -9.4587, 1.6482], [-1.8826, -15.0165, -0.3378], [-3.3211, -13.4587, -1.6086], [-3.2948, -11.0527, -1.0842], [-0.3832, -11.7647, 1.9891], [-0.4289, -14.1681, 1.4680], [-4.1414, -10.0638, 6.8502], [-2.9113, -9.4653, 6.6111], [-1.9760, -10.0997, 5.8084], [-2.2997, -11.3266, 5.2580], [-3.5180, -11.9429, 5.4939], [-4.4435, -11.3027, 6.2970], [-1.3260, -11.9852, 4.3852], [-0.2568, -11.4314, 4.2077], [-1.6365, -13.0474, 3.8806], [-4.8720, -9.5618, 7.4714], [-2.6814, -8.5052, 7.0463], [-1.0244, -9.6472, 5.6116], [-3.7493, -12.9031, 5.0574], [-5.3974, -11.7628, 6.4898], [-7.8138, -7.7952, 1.6956], [-8.9134, -7.6872, 2.5367], [-9.0124, -8.4953, 3.6574], [-8.0007, -9.4002, 3.9194], [-6.9013, -9.5260, 3.0898], [-6.8110, -8.7159, 1.9700], [-8.0871, -10.2445, 5.1185], [-9.0629, -10.1302, 5.8251], [-7.1628, -11.0049, 5.3305], [-7.7377, -7.1588, 0.8239], [-9.6935, -6.9709, 2.3206], [-9.8660, -8.4140, 4.3134], [-6.1218, -10.2411, 3.3086], [-5.9564, -8.8004, 1.3127], [4.0470, -6.0168, 7.3008], [2.9528, -5.1905, 7.5221], [1.6763, -5.7259, 7.5697], [1.5175, -7.0884, 7.3979], [2.5938, -7.9257, 7.1700], [3.8669, -7.3817, 7.1210], [0.1686, -7.6659, 7.4714], [-0.7603, -6.9063, 7.6514], [0.0667, -8.8694, 7.3488], [5.0437, -5.5963, 7.2707], [3.0945, -4.1278, 7.6625], [0.8235, -5.0867, 7.7427], [2.4504, -8.9874, 7.0344], [4.7190, -8.0236, 6.9472], [-1.6454, 1.3428, 1.3263], [-2.3887, 0.3186, 0.7547], [-3.7633, 0.2815, 0.9270], [-4.3725, 1.2760, 1.6692], [-3.6469, 2.2987, 2.2509], [-2.2728, 2.3287, 2.0764], [-5.8340, 1.2522, 1.8350], [-6.4412, 0.3326, 1.3301], [-6.3425, 2.1553, 2.4638], [-0.5725, 1.3740, 1.1843], [-1.8963, -0.4458, 0.1729], [-4.3456, -0.5122, 0.4836], [-4.1389, 3.0649, 2.8308], [-1.6918, 3.1241, 2.5226], [5.4309, 9.9157, -5.4082], [4.7555, 8.7026, -5.4392], [5.2772, 7.6395, -6.1576], [6.4728, 7.8060, -6.8321], [7.1543, 9.0094, -6.8175], [6.6252, 10.0705, -6.0994], [7.0382, 6.6698, -7.5731], [6.4082, 5.6309, -7.5812], [8.1026, 6.8310, -8.1301], [5.0273, 10.7450, -4.8415], [3.8289, 8.5838, -4.9017], [4.7555, 6.6948, -6.1838], [8.0846, 9.1249, -7.3529], [7.1438, 11.0168, -6.0725], [7.2237, 16.1791, -9.2894], [6.2140, 16.6601, -8.4666], [5.9107, 16.0053, -7.2846], [6.6305, 14.8752, -6.9428], [7.6349, 14.3785, -7.7532], [7.9302, 15.0377, -8.9347], [6.3263, 14.1907, -5.6793], [5.4287, 14.6340, -4.9974], [6.9937, 13.2176, -5.3880], [7.4614, 16.6959, -10.2095], [5.6642, 17.5481, -8.7450], [5.1262, 16.3770, -6.6429], [8.1851, 13.4927, -7.4737], [8.7141, 14.6632, -9.5777]],
  "forces_ev_per_a": [[0.7969, 0.6011, -0.2430], [-1.2125, -0.1851, -0.5248], [-0.1006, 0.7207, -0.1752], [0.4578, -0.7674, -0.6037], [-1.0781, 0.0015, 1.2287], [0.5424, 0.1296, -0.7275], [0.4855, 0.3337, -0.0173], [-0.1284, -0.0911, 0.1087], [-0.8937, 0.4004, -0.2818], [0.3238, -0.2987, 0.0791], [-0.0732, 0.4012, -0.3284], [0.4163, -0.1291, -0.0603], [0.6023, -0.0775, -0.2094], [-0.0224, 0.3962, 0.6512], [1.2379, -0.9849, 0.8322], [-0.9133, 0.7668, -0.4770], [0.1186, 0.5098, -0.8145], [0.2638, 0.4785, 0.5996], [1.9727, -0.2047, -0.0406], [-1.4995, 0.0593, 0.1409], [-0.9475, -0.7191, -0.0785], [-0.0266, 0.2431, -0.2311], [-0.1704, 0.2148, -0.0788], [-0.1953, -0.2747, 0.0876], [-0.1457, -0.4025, 0.1378], [0.2008, -0.0200, 0.2253], [0.0886, -0.3713, 0.5101], [0.1910, -0.0257, -0.0443], [0.1138, 0.1035, 0.2320], [-0.1106, -0.1738, -0.1646], [-0.3892, -0.1429, 0.3669], [-0.2684, 0.0219, -0.2489], [0.0412, -0.2679, -0.1455], [-0.0723, -0.4271, 0.4685], [0.3622, -0.0348, 0.1378], [0.0751, 0.2007, -0.0459], [0.1796, 0.0564, 0.0674], [0.2982, 0.4421, -0.0538], [-0.1431, -0.0259, -0.0259], [0.2040, 0.0104, 0.0430], [0.0481, -0.1800, 0.0483], [-0.2115, -0.0106, -0.0224], [0.1053, 0.0009, 0.0413], [0.0238, 0.0557, -0.0554], [-0.0487, -0.2086, 0.0261], [-0.1296, -0.0319, -0.0444], [-0.0169, -0.1188, 0.0291], [0.0155, 0.0077, -0.0055], [-0.0476, 0.0868, -0.0166], [0.0518, 0.1038, -0.0002], [-0.0354, -0.0558, -0.0079], [0.0014, -0.0087, -0.0047], [-0.1145, -0.0398, 0.0228], [0.1773, 0.1326, 0.0390], [-0.1098, 0.1702, 0.1264], [-0.2016, -0.1256, -0.0183], [0.0842, 0.1021, 0.0389], [-0.0188, 0.0119, 0.0042], [-0.0925, 0.0830, -0.0123], [-0.0626, -0.1091, -0.0386], [-0.0017, 0.0006, 0.0082], [0.0235, 0.0019, -0.0061], [-0.0032, -0.0840, -0.1043], [0.1077, -0.0341, -0.0710], [-0.0098, -0.0220, -0.0096], [0.0081, 0.0305, 0.0020], [0.0741, -0.0879, 0.0775], [-0.1571, 0.0650, -0.1513], [0.0197, -0.2818, -0.0671], [0.1038, -0.0057, -0.1369], [-0.0561, -0.0326, -0.1840], [-0.0068, -0.1687, 0.0983], [-0.0675, 0.1289, -0.0290], [-0.2201, -0.1709, 0.0067], [-0.0088, -0.0057, 0.0037], [-0.0174, 0.0133, -0.0058], [0.0506, 0.0987, 0.0620], [0.0333, 0.1323, 0.0295], [-0.0094, 0.0206, 0.0661], [0.0502, 0.0032, -0.0411], [-0.1833, -0.1110, -0.0412], [-0.2544, -0.0324, -0.1247], [-0.2000, 0.1650, 0.0803], [-0.1035, -0.1588, -0.0562], [0.1787, 0.0733, 0.1375], [-0.0607, -0.0551, 0.1932], [0.1322, -0.0395, -0.0340], [0.0529, -0.0192, 0.0816], [-0.0049, -0.0103, 0.0112], [0.0739, 0.0355, 0.0371], [0.1134, -0.0514, -0.1230], [0.1189, -0.0111, -0.0458], [-0.0136, -0.0529, 0.0282], [-0.0027, -0.0052, 0.0119], [0.1148, -0.0259, -0.0674], [-0.2019, 0.1149, 0.0407], [0.0328, 0.1459, -0.2062], [0.2233, -0.0827, -0.0718], [-0.1011, 0.0808, -0.0066], [0.0097, 0.0042, -0.0572], [-0.1111, 0.0271, 0.0835], [-0.1068, -0.0728, -0.0268], [-0.0072, -0.0030, -0.0102], [-0.0216, -0.0027, 0.0134], [0.0495, -0.0917, 0.0872], [-0.0588, -0.0288, 0.1202], [0.0203, -0.0182, 0.0073], [-0.0092, 0.0067, -0.0116], [0.0887, -0.1033, -0.0451], [-0.0692, 0.2359, 0.0390], [0.2347, 0.0946, -0.0053], [0.1094, -0.2149, -0.0391], [-0.0061, 0.1362, 0.0102], [0.1374, -0.0366, 0.0177], [-0.1194, 0.0576, -0.0067], [0.1540, 0.1392, 0.1944], [0.0050, -0.0030, 0.0051], [-0.0200, 0.0103, 0.0205], [-0.0859, -0.1107, 0.0125], [-0.1324, 0.0119, 0.0260], [-0.0068, -0.0267, 0.0036], [-0.0202, -0.0032, 0.0160], [0.0266, 0.1364, 0.0145], [0.0276, -0.1614, -0.1217], [0.2406, 0.0010, -0.0366], [0.0448, 0.2089, 0.1226], [0.0473, -0.1083, -0.0713], [-0.0378, -0.0005, 0.0234], [-0.0449, -0.1216, -0.0650], [-0.0274, 0.1072, 0.0750], [0.0028, 0.0100, -0.0183], [-0.0480, 0.0256, 0.0216], [-0.1211, 0.0589, 0.0386], [-0.1279, -0.0551, -0.0276], [-0.0183, 0.0195, 0.0117], [0.0031, 0.0023, -0.0186], [0.0852, 0.1098, -0.2042], [-0.1691, -0.0821, 0.0860], [-0.0680, 0.1542, 0.1196], [0.1387, 0.1369, -0.0331], [-0.0591, -0.0898, 0.0187], [-0.0113, 0.0210, -0.0006], [-0.0744, -0.1219, 0.0170], [0.1155, 0.0263, -0.0671], [0.0177, 0.0126, 0.0024], [0.0988, -0.0475, -0.0715], [0.0907, -0.0548, -0.0853], [0.0022, -0.1317, -0.0382], [0.0206, 0.0051, 0.0022], [-0.0034, -0.0014, 0.0053], [0.0952, -0.0660, -0.0607], [-0.1622, 0.1717, 0.0317], [0.0726, 0.1137, -0.1942], [0.1662, -0.1474, -0.0603], [-0.0773, 0.0990, -0.0122], [-0.0126, 0.0084, -0.0209], [-0.1214, 0.0431, 0.0722], [0.0678, -0.0723, 0.0290], [-0.0036, -0.0015, -0.0086], [-0.0197, 0.0052, 0.0139], [0.0269, -0.0904, 0.0944], [-0.0552, -0.0039, 0.1155], [0.0104, -0.0215, 0.0073]],
  "lowdin_charge": [-0.054, -0.325, -0.084, 0.036, -0.554, 0.077, -0.289, 1.117, -0.545, 0.103, 0.108, 0.095, -0.015, -0.015, -0.458, 0.113, 0.163, 0.004, -0.481, 0.106, -0.423, 0.765, 0.060, 0.091, 0.069, 0.145, 0.129, 0.153, 0.103, 0.112, 0.194, 0.102, 0.125, 0.148, 0.084, 0.087, -0.132, -0.039, -0.050, -0.012, -0.151, 0.015, -0.035, -0.314, 0.011, 0.099, 0.086, 0.111, 0.105, 0.123, 0.091, -0.064, -0.060, -0.003, -0.144, 0.000, -0.059, -0.336, 0.045, 0.095, 0.110, 0.110, 0.095, 0.121, 0.111, -0.056, -0.063, -0.006, -0.140, -0.012, -0.057, -0.321, 0.070, 0.050, 0.110, 0.109, 0.117, 0.091, 0.115, -0.052, -0.055, -0.009, -0.140, 0.003, -0.074, -0.335, 0.062, 0.073, 0.112, 0.089, 0.094, 0.120, 0.089, -0.069, -0.063, -0.001, -0.144, 0.000, -0.063, -0.339, 0.094, 0.054, 0.107, 0.109, 0.121, 0.117, 0.104, -0.073, -0.070, -0.004, -0.142, 0.004, -0.062, -0.326, 0.085, 0.072, 0.106, 0.105, 0.119, 0.123, 0.110, -0.069, -0.064, 0.004, -0.146, -0.004, -0.066, -0.357, 0.082, 0.082, 0.098, 0.079, 0.121, 0.120, 0.106, -0.050, -0.057, -0.001, -0.153, -0.001, -0.058, -0.359, 0.065, 0.079, 0.110, 0.073, 0.114, 0.118, 0.081, -0.066, -0.062, -0.002, -0.147, -0.003, -0.062, -0.344, 0.085, 0.055, 0.109, 0.110, 0.120, 0.117, 0.110]
}